1.
Entry from the Open Molecules 2025 dataset: a molecular structure, C6H12B3LaNO4 in a non-equilibrium geometry (ωB97M-V/def2-TZVPD).

Output
multiplicity = 1
energy = -18957.6285 eV
HOMO energy = -21.471 eV
molecular weight = 333.507 g mol⁻¹
HOMO-LUMO gap = 0.247 Eh
energy relative to the best compared isomer or geometry (same formula, charge and spin) = 0.0000 eV
total charge = +3

Geometry as XYZ:
```
27
C6H12B3LaNO4, DFT ωB97M-V/def2-TZVPD
C 3.232 -0.588 0.280
C 1.846 -0.828 -0.312
C 1.354 0.329 -1.204
C 0.215 1.213 -0.672
C 0.244 1.366 0.846
B -1.260 0.768 -1.071
O -2.299 1.636 -0.852
B -3.256 0.973 -0.105
O -3.737 -0.202 -0.652
B -2.668 -1.001 -0.899
N -2.624 -2.352 -0.275
C -2.250 -2.300 0.843
O -1.882 -2.143 1.985
O -1.536 -0.515 -1.510
H 3.969 -0.663 -0.516
H 3.498 -1.337 1.025
H 3.312 0.414 0.706
H 1.121 -1.148 0.524
H 1.897 -1.716 -0.938
H 2.212 0.957 -1.427
H 1.005 -0.101 -2.138
H 0.331 2.225 -1.072
H 1.264 1.578 1.236
H -0.414 2.199 1.130
H -0.141 0.421 1.264
H -3.469 1.260 1.039
La 0.035 -0.442 2.767
```

2.
Entry from the Open Molecules 2025 dataset: a molecular structure, C27H12Br5Cl5N3O2Rb (ωB97M-V/def2-TZVPD).

Output
multiplicity = 1
energy = -450240.9290 eV
HOMO energy = -0.686 eV
molecular weight = 1072.665 g mol⁻¹
HOMO-LUMO gap = 0.152 Eh
energy relative to the best compared isomer or geometry (same formula, charge and spin) = 0.5611 eV
total charge = -2

Geometry as XYZ:
```
55
C27H12Br5Cl5N3O2Rb, DFT ωB97M-V/def2-TZVPD
Rb -0.369 0.997 -1.246
C 1.352 0.916 3.719
C 2.282 -0.091 3.905
C 2.569 -0.947 2.856
C 1.912 -0.774 1.638
N 1.015 0.196 1.465
C 0.745 1.013 2.475
C 2.207 -1.633 0.441
C 3.132 -2.673 0.484
C 3.423 -3.348 -0.691
C 2.807 -2.955 -1.864
C 1.884 -1.917 -1.808
N 1.570 -1.302 -0.678
H 1.100 1.612 4.507
H 2.789 -0.208 4.855
H 3.304 -1.728 2.986
H 0.000 1.779 2.281
H 3.633 -2.948 1.401
H 4.147 -4.154 -0.688
H 3.049 -3.416 -2.812
H 1.424 -1.519 -2.705
Cl -2.712 3.149 -0.279
C -3.969 2.342 0.682
C -3.954 0.966 0.766
C -4.972 0.440 1.521
Cl -5.075 -1.338 1.684
C -5.951 1.182 2.176
Cl -7.212 0.438 3.121
C -5.907 2.569 2.070
Cl -7.090 3.549 2.877
C -4.901 3.163 1.310
Cl -4.844 4.896 1.181
Br 6.058 2.502 -5.218
C 4.430 2.747 -4.264
C 4.036 3.993 -3.844
Br 5.104 5.525 -4.216
C 2.822 4.134 -3.131
Br 2.256 5.837 -2.484
C 1.971 3.064 -2.811
O 0.902 3.177 -2.134
C 2.372 1.721 -3.313
O 1.615 0.721 -3.088
C 3.599 1.637 -3.984
Br 4.098 -0.130 -4.529
Br -2.738 -2.080 -2.615
C -2.494 -2.548 -0.786
C -3.110 -3.695 -0.302
C -2.903 -4.004 1.028
C -2.117 -3.163 1.803
C -1.561 -2.047 1.205
N -1.736 -1.749 -0.083
H -3.730 -4.301 -0.945
H -3.367 -4.882 1.460
H -1.948 -3.358 2.853
H -0.946 -1.354 1.765
```

3.
Entry from the Open Molecules 2025 dataset: 10 unconnected molecules or ions with the total composition C22H38F12N6O20 in a non-equilibrium geometry (ωB97M-V/def2-TZVPD).

Output
multiplicity = 2
<S²> = 0.76
energy = -105912.2534 eV
HOMO energy (spin up / spin down) = -1.370 / -5.387 eV
molecular weight = 934.544 g mol⁻¹
HOMO-LUMO gap (spin up / spin down) = 0.115 / 0.262 Eh
total charge = -1

Geometry as XYZ:
```
98
C22H38F12N6O20, DFT ωB97M-V/def2-TZVPD
C 27.934 -8.474 -20.983
N 29.228 -9.037 -21.475
O 29.367 -9.223 -22.660
O 30.163 -9.380 -20.651
H 27.756 -7.402 -21.066
H 27.774 -8.758 -19.943
H 27.272 -8.850 -21.764
C 27.684 -9.105 -26.124
N 26.929 -9.441 -24.829
O 26.456 -8.458 -24.211
O 26.572 -10.620 -24.694
H 26.940 -9.004 -26.915
H 28.379 -9.941 -26.203
H 28.268 -8.206 -25.927
C 25.638 -13.504 -23.285
N 26.292 -14.803 -23.078
O 26.658 -14.858 -21.920
O 26.268 -15.641 -23.955
H 25.235 -13.601 -24.293
H 26.437 -12.765 -23.231
H 24.867 -13.383 -22.524
C 23.695 -5.561 -26.440
N 23.971 -6.966 -26.186
O 24.782 -7.518 -26.887
O 23.381 -7.410 -25.232
H 24.560 -5.279 -27.040
H 23.661 -5.110 -25.448
H 22.710 -5.483 -26.900
C 24.191 -11.506 -27.338
N 25.167 -12.398 -28.159
O 24.933 -13.615 -28.233
O 26.140 -11.902 -28.609
H 24.793 -10.836 -26.724
H 23.476 -12.061 -26.730
H 23.551 -10.870 -27.949
C 27.390 -6.459 -30.069
N 28.559 -6.269 -29.205
O 28.807 -7.190 -28.447
O 29.266 -5.286 -29.515
H 27.107 -5.445 -30.352
H 26.654 -6.946 -29.429
H 27.687 -7.136 -30.870
C 30.088 -12.892 -27.995
C 29.672 -12.878 -26.531
O 30.703 -12.509 -25.685
C 30.465 -12.241 -24.289
O 29.339 -12.271 -23.779
C 31.721 -11.852 -23.464
F 31.687 -12.564 -22.288
F 32.873 -12.036 -24.126
F 31.656 -10.540 -23.109
H 30.521 -13.841 -28.310
H 30.870 -12.170 -28.231
H 29.276 -12.711 -28.700
H 29.577 -13.911 -26.195
H 28.722 -12.429 -26.242
C 32.494 -4.188 -23.355
C 31.650 -5.379 -22.898
O 31.484 -6.288 -23.902
C 32.393 -7.114 -24.288
O 33.527 -7.169 -23.819
C 31.880 -8.019 -25.394
F 32.430 -9.270 -25.317
F 30.585 -8.200 -25.353
F 32.227 -7.408 -26.578
H 32.220 -3.747 -24.314
H 33.528 -4.514 -23.463
H 32.588 -3.360 -22.653
H 30.592 -5.181 -22.726
H 31.921 -5.826 -21.941
C 29.709 -2.187 -27.308
C 30.093 -2.888 -26.082
O 29.103 -3.976 -25.821
C 28.375 -3.904 -24.570
O 28.445 -2.976 -23.744
C 27.409 -5.129 -24.341
F 26.158 -4.649 -24.519
F 27.615 -6.139 -25.205
F 27.563 -5.536 -23.021
H 30.575 -1.781 -27.833
H 29.031 -1.354 -27.126
H 29.298 -2.836 -28.081
H 30.170 -2.245 -25.205
H 31.020 -3.397 -26.345
C 23.603 -7.025 -21.726
C 24.600 -6.036 -22.192
O 25.587 -5.816 -21.139
C 25.490 -4.700 -20.304
O 24.488 -3.959 -20.277
C 26.702 -4.497 -19.327
F 26.350 -3.933 -18.176
F 27.296 -5.748 -19.073
F 27.643 -3.753 -19.900
H 23.179 -6.704 -20.775
H 23.955 -8.055 -21.657
H 22.780 -7.117 -22.435
H 24.180 -5.187 -22.731
H 25.183 -6.438 -23.020
```

Question: The highest molecular weight belongs to which entry?
Answer: C27H12Br5Cl5N3O2Rb

Question: The highest molecular weight belongs to which entry?
Answer: C27H12Br5Cl5N3O2Rb